No. 1
Entry from the Open Molecules 2025 dataset: 3 unconnected molecules or ions with the total composition C4H12N2O2 in a non-equilibrium geometry (wB97M-V/def2-TZVPD).

XYZ file:
```
20
C4H12N2O2 (wB97M-V/def2-TZVPD)
O 0.9694 1.7230 1.8805
O -1.0151 0.4571 2.5999
N 0.1720 0.4387 -0.4429
N -2.1411 0.9048 -0.2279
C 1.2058 -0.0439 -1.3065
C 0.8980 -2.5842 -1.7755
C 1.5130 -1.3501 -1.6667
C -1.1630 -0.1048 -0.5779
H -1.3745 -0.9957 0.2026
H 0.4428 0.3460 0.5439
H -1.2722 0.0650 3.4550
H 0.0654 -2.9518 -1.1604
H 0.2165 1.3844 2.4522
H 1.8104 0.7704 -1.7095
H 1.7488 1.8941 2.4175
H -3.0200 0.4982 0.0858
H 2.5594 -1.3883 -2.0243
H -1.3355 -0.4227 -1.6000
H -1.7883 1.4753 0.5257
H 1.4282 -3.3069 -2.3764
```

Results
Total charge   +1
Expectation value of S²   0.75
Calculated total energy   -11404.6538 eV
HOMO-LUMO gap (spin up / spin down)   5.7 / 5.6 eV
Multiplicity   2

No. 2
Entry from the Open Molecules 2025 dataset: 6 unconnected molecules or ions with the total composition C4H20O6 in a non-equilibrium geometry (wB97M-V/def2-TZVPD).

XYZ file:
```
30
C4H20O6 (wB97M-V/def2-TZVPD)
O 1.2562 1.3810 -2.5460
O -5.2188 0.9135 -1.0348
O 2.4284 2.4497 1.2491
O 0.0342 0.8207 0.0593
O 2.0139 -3.0092 1.5063
O -1.5447 -1.4723 0.5324
C -1.1786 1.4052 -0.3885
C 2.0334 -1.6387 1.1921
C -1.7447 -1.7255 1.8885
C 2.0038 0.2632 -3.0046
H -5.7106 0.1081 -0.8405
H 1.6311 -1.0246 2.0019
H -0.8420 -2.0501 2.4284
H -2.0247 -0.8378 2.4808
H 2.6123 2.6553 2.1721
H -0.8261 -0.8141 0.4371
H 0.6924 0.8464 -0.6520
H -1.8592 1.5970 0.4392
H -4.4716 0.8951 -0.4256
H 3.0732 0.3995 -2.8098
H -2.5171 -2.4719 2.0517
H 1.4672 2.3485 1.1996
H 1.9662 0.2185 -4.0990
H 3.0476 -1.3197 0.9385
H -1.0341 2.3391 -0.9384
H 1.4211 -1.3758 0.3261
H 1.6344 -0.6555 -2.5659
H 1.7889 -3.1705 2.4203
H 1.5497 2.2035 -2.9387
H -1.6820 0.7213 -1.0793
```

Results
SMILES string   CO.CO.CO.CO.O.O
Calculated total energy   -16755.5160 eV
HOMO-LUMO gap   10.4 eV
Multiplicity   1

No. 3
Entry from the Open Molecules 2025 dataset: 2 unconnected molecules or ions with the total composition C5H8BrClSi in a non-equilibrium geometry (wB97M-V/def2-TZVPD).

XYZ file:
```
16
C5H8BrClSi (wB97M-V/def2-TZVPD)
Br 3.4621 0.4057 2.4530
Cl -0.0424 -0.6423 3.0807
Si 0.5875 -0.1492 1.2648
C -1.5892 1.3769 0.2970
C -0.1992 0.9109 0.0654
C -0.8285 -1.4812 -1.7534
C 2.4101 -0.6382 1.0819
C -0.9781 -1.2612 -2.9165
H 2.7424 -1.7452 0.9924
H 2.6778 -0.1076 0.0700
H -1.7593 2.5469 0.3793
H -2.0236 0.7981 1.1774
H 0.0277 1.1050 -0.9466
H -0.9786 -1.3868 -0.7066
H -2.2270 1.1686 -0.6715
H -1.2818 -0.9005 -3.8673
```

Results
SMILES string   C/C=[Si](\Cl)CBr.C#C
Calculated total energy   -95753.5679 eV
HOMO-LUMO gap   7.8 eV
Multiplicity   1

No. 4
Entry from the Open Molecules 2025 dataset: a molecular structure, CH2N2P2 in a non-equilibrium geometry (wB97M-V/def2-TZVPD).

XYZ file:
```
7
CH2N2P2 (wB97M-V/def2-TZVPD)
P -0.4417 2.8224 0.9749
P 0.9192 0.4397 0.8786
N -0.7077 1.8835 -0.6747
N 0.2568 1.6326 1.8132
C -0.0354 0.7960 -0.5751
H 0.0694 -0.0212 -1.3443
H 0.4541 -0.8848 1.0156
```

Results
Calculated total energy   -22625.7180 eV
HOMO-LUMO gap   8.3 eV
Multiplicity   1

Repeat the second record exactly.
Entry from the Open Molecules 2025 dataset: 6 unconnected molecules or ions with the total composition C4H20O6 in a non-equilibrium geometry (wB97M-V/def2-TZVPD).

XYZ file:
```
30
C4H20O6 (wB97M-V/def2-TZVPD)
O 1.2562 1.3810 -2.5460
O -5.2188 0.9135 -1.0348
O 2.4284 2.4497 1.2491
O 0.0342 0.8207 0.0593
O 2.0139 -3.0092 1.5063
O -1.5447 -1.4723 0.5324
C -1.1786 1.4052 -0.3885
C 2.0334 -1.6387 1.1921
C -1.7447 -1.7255 1.8885
C 2.0038 0.2632 -3.0046
H -5.7106 0.1081 -0.8405
H 1.6311 -1.0246 2.0019
H -0.8420 -2.0501 2.4284
H -2.0247 -0.8378 2.4808
H 2.6123 2.6553 2.1721
H -0.8261 -0.8141 0.4371
H 0.6924 0.8464 -0.6520
H -1.8592 1.5970 0.4392
H -4.4716 0.8951 -0.4256
H 3.0732 0.3995 -2.8098
H -2.5171 -2.4719 2.0517
H 1.4672 2.3485 1.1996
H 1.9662 0.2185 -4.0990
H 3.0476 -1.3197 0.9385
H -1.0341 2.3391 -0.9384
H 1.4211 -1.3758 0.3261
H 1.6344 -0.6555 -2.5659
H 1.7889 -3.1705 2.4203
H 1.5497 2.2035 -2.9387
H -1.6820 0.7213 -1.0793
```

Results
SMILES string   CO.CO.CO.CO.O.O
Calculated total energy   -16755.5160 eV
HOMO-LUMO gap   10.4 eV
Multiplicity   1